No. 1
Density functional theory data (the ωB97M-V functional and the def2-TZVPD basis) for a molecular structure, C26H37Br12IN2O3S.

Calculated values
charge	0
HOMO energy	-0.3411	Eh
ΔE to the lowest compared entry with this formula, charge and spin	48.2	kcal per mole

CARTESIAN COORDINATES (ANGSTROEM)
C1 0.35809 -6.13144 -0.30871
O1 1.73523 -5.94100 0.06525
C2 2.21621 -4.63935 -0.30426
C3 1.88137 -3.61843 0.86576
C4 0.64318 -2.68345 0.59614
C5 0.80431 -1.74032 -0.66674
C6 2.00112 -0.72755 -0.45590
C7 1.57443 0.77222 -0.22072
C8 0.41339 0.98700 0.82956
C9 -0.28467 2.39054 0.63787
C10 -1.83078 2.33986 0.37489
C11 -2.30561 1.16978 -0.52477
C12 -3.35507 0.20191 -0.12493
C13 -4.08721 0.28476 1.24269
C14 -4.66812 -1.08462 1.75737
C15 -6.13131 -1.40081 1.20220
C16 -6.24588 -2.95789 0.87425
N1 -7.15942 -3.24117 -0.26703
C17 -3.74331 -0.86887 -1.05586
C18 -3.13740 -1.03405 -2.38657
I1 -3.72845 -2.58961 -3.74311
C19 -2.11420 -0.09527 -2.79790
C20 -1.75367 0.98319 -1.85327
C21 -0.69984 1.78939 -2.64404
O2 -0.12903 2.82599 -2.40960
N2 -0.41252 1.14721 -3.91820
S1 1.29929 0.86121 -3.95793
C22 -1.27524 0.00721 -4.09165
O3 -1.26014 -0.69880 -5.05682
H1 -0.11674 -5.21842 -0.74400
H2 0.35342 -6.95130 -1.08563
H3 -0.26045 -6.47075 0.55925
H4 3.32749 -4.71858 -0.40108
H5 1.78099 -4.27646 -1.27692
H6 2.81087 -3.06357 1.17331
H7 1.61124 -4.25737 1.75470
H8 0.47719 -2.03455 1.49582
H9 -0.23359 -3.36284 0.39763
H10 0.92149 -2.36167 -1.59245
H11 -0.15294 -1.16535 -0.78805
H12 2.59404 -0.73714 -1.41914
H13 2.73071 -1.09089 0.32258
H14 1.39778 1.25558 -1.21079
H15 2.47741 1.29351 0.21646
H16 0.92042 1.00424 1.84038
H17 -0.32181 0.14159 0.88205
H18 0.26306 3.00505 -0.12612
H19 -0.14634 2.96002 1.60453
H20 -2.32646 2.20553 1.37843
H21 -2.25099 3.30701 -0.02549
H22 -3.47519 0.72714 2.06760
H23 -4.96636 0.98197 1.10407
H24 -3.96867 -1.94970 1.63005
H25 -4.80487 -0.97347 2.87253
H26 -6.35437 -0.83017 0.25764
H27 -6.92976 -1.13468 1.93772
H28 -6.50598 -3.56163 1.77940
H29 -5.21037 -3.27872 0.54246
H30 -7.11797 -2.47801 -0.94487
H31 -6.74329 -4.04782 -0.74550
H32 -4.52813 -1.62489 -0.81079
H33 1.72055 0.90169 -5.27118
C23 2.80650 5.07922 -2.04449
Br1 2.88886 6.96447 -2.47081
Br2 4.53182 4.22466 -2.22584
Br3 2.03461 4.77068 -0.30070
H34 2.14423 4.61688 -2.77048
C24 2.63615 -1.96885 4.60156
Br4 1.45843 -0.69283 3.74923
Br5 1.78968 -3.69267 4.83475
Br6 4.31888 -2.11039 3.66097
H35 2.85491 -1.58641 5.59280
C25 7.09840 0.99590 2.28542
Br7 5.43039 1.65332 1.55800
Br8 7.36576 1.57609 4.11060
Br9 7.24517 -0.92516 2.11536
H36 7.89699 1.42933 1.69310
C26 4.34471 10.17286 -0.78428
Br10 2.96541 10.01038 0.56081
Br11 4.62904 12.01457 -1.30227
Br12 5.98909 9.31953 -0.23153
H37 3.99384 9.64546 -1.66471



No. 2
Density functional theory data (the ωB97M-V functional and the def2-TZVPD basis) for a gas-phase ion, C3H7ClNO2S (charge +1).

Calculated values
charge	+1
SMILES string	C[N+](C)=CS(=O)(=O)Cl
HOMO energy	-0.5904	Eh
ΔE to the lowest compared entry with this formula, charge and spin	22.4	kcal per mole

CARTESIAN COORDINATES (ANGSTROEM)
C1 -0.98629 -0.11953 -0.02763
C2 0.20819 1.62682 1.11276
C3 1.36020 0.00657 -0.22352
N1 0.10788 0.47232 0.22793
O1 -0.56267 -1.27677 -2.26427
O2 -0.31455 -2.66006 -0.22758
S1 -1.02622 -1.70410 -1.00215
Cl1 -3.02254 -2.19917 -1.13653
H1 -1.93418 0.41749 0.32866
H2 0.50247 1.19285 2.04764
H3 -0.69384 2.14576 1.03934
H4 1.08677 2.23592 1.03798
H5 1.59655 -1.00238 -0.52081
H6 1.97002 0.32593 0.66850
H7 1.70820 0.53836 -1.06033



no.,E (hartree)
1,-32932.03254
2,-1181.76293